[1]
{"formula": "C28H46Br2O4", "method": "ωB97M-V/def2-TZVPD", "e_lumo_ev": 0.284, "e_tot_ha": -6543.31366, "spin_multiplicity": 1, "smiles": "c1ccccc1.c1ccccc1.c1ccccc1.BrCCBr.CCO.CCO.CCO.CCO", "species": ["Br", "C", "C", "Br", "H", "H", "H", "H", "C", "C", "C", "C", "C", "C", "H", "H", "H", "H", "H", "H", "C", "C", "C", "C", "C", "C", "H", "H", "H", "H", "H", "H", "C", "C", "C", "C", "C", "C", "H", "H", "H", "H", "H", "H", "C", "C", "O", "H", "H", "H", "H", "H", "H", "C", "C", "O", "H", "H", "H", "H", "H", "H", "C", "C", "O", "H", "H", "H", "H", "H", "H", "C", "C", "O", "H", "H", "H", "H", "H", "H"], "xyz": [[12.526, 0.953, 0.278], [14.312, 0.015, 0.241], [14.886, 0.134, -1.219], [16.508, -0.960, -1.279], [14.061, -1.043, 0.314], [14.969, 0.377, 1.033], [15.159, 1.170, -1.420], [14.275, -0.093, -2.093], [10.028, 4.486, 4.811], [9.703, 4.669, 6.156], [8.862, 5.739, 6.555], [8.518, 6.696, 5.746], [8.863, 6.570, 4.391], [9.683, 5.514, 3.906], [10.566, 3.652, 4.385], [10.096, 3.945, 6.855], [8.524, 5.710, 7.580], [7.738, 7.410, 5.964], [8.281, 7.180, 3.716], [9.707, 5.380, 2.834], [9.942, -3.639, -1.606], [11.106, -3.279, -2.316], [12.334, -3.938, -2.270], [12.352, -5.008, -1.358], [11.239, -5.331, -0.647], [10.029, -4.732, -0.851], [9.108, -2.980, -1.796], [11.037, -2.348, -2.859], [13.163, -3.477, -2.788], [13.268, -5.516, -1.095], [11.289, -6.141, 0.065], [9.117, -5.055, -0.370], [11.235, 3.104, -6.560], [11.815, 4.399, -6.453], [12.078, 4.873, -5.190], [11.734, 4.154, -4.079], [10.969, 2.951, -4.193], [10.720, 2.405, -5.449], [11.176, 2.653, -7.540], [12.110, 4.841, -7.393], [12.532, 5.851, -5.128], [11.949, 4.624, -3.131], [10.609, 2.491, -3.284], [10.400, 1.375, -5.498], [9.053, -1.920, 3.793], [8.188, -2.038, 5.072], [8.185, -3.296, 5.607], [10.073, -1.890, 4.176], [8.881, -0.994, 3.244], [8.935, -2.687, 3.028], [7.162, -1.783, 4.809], [8.463, -1.372, 5.890], [7.721, -3.383, 6.442], [20.395, 0.706, 3.866], [19.553, 0.208, 2.707], [18.658, 1.256, 2.571], [20.840, 1.693, 3.737], [21.258, 0.047, 3.966], [19.900, 0.640, 4.834], [19.039, -0.746, 2.824], [20.227, 0.018, 1.872], [18.383, 1.508, 3.456], [17.656, 6.196, -1.986], [17.279, 5.172, -0.847], [17.987, 4.001, -0.984], [17.152, 5.827, -2.879], [18.740, 6.194, -2.105], [17.278, 7.208, -1.845], [16.203, 4.998, -0.846], [17.573, 5.436, 0.168], [17.809, 3.367, -0.285], [16.172, -3.035, 5.255], [16.618, -2.830, 6.669], [17.175, -1.509, 6.750], [15.639, -2.140, 4.935], [15.642, -3.986, 5.297], [17.082, -3.133, 4.663], [17.418, -3.548, 6.848], [15.872, -3.025, 7.440], [16.723, -1.014, 7.437]], "mulliken_charge": [-0.177, -0.601, -0.663, -0.145, 0.378, 0.409, 0.389, 0.407, -0.273, -0.464, -0.180, -0.471, -0.099, -0.518, 0.398, 0.333, 0.320, 0.315, 0.310, 0.328, -0.497, -0.116, -0.601, -0.219, -0.373, -0.378, 0.371, 0.346, 0.414, 0.339, 0.354, 0.361, -0.183, -0.536, -0.157, -0.460, -0.230, -0.550, 0.336, 0.345, 0.338, 0.369, 0.391, 0.337, -0.951, -0.193, -0.528, 0.238, 0.321, 0.297, 0.239, 0.271, 0.307, -1.182, -0.057, -0.500, 0.313, 0.351, 0.343, 0.168, 0.263, 0.304, -1.004, -0.167, -0.520, 0.257, 0.283, 0.336, 0.246, 0.288, 0.281, -0.868, -0.272, -0.504, 0.250, 0.328, 0.225, 0.194, 0.362, 0.285]}


[2]
{"formula": "C30H71F6N9O8P", "method": "ωB97M-V/def2-TZVPD", "e_lumo_ev": 2.251, "e_tot_ha": -3221.19116, "spin_multiplicity": 1, "charge": -1, "species": ["P", "F", "F", "F", "F", "F", "F", "C", "C", "N", "C", "C", "C", "C", "H", "H", "H", "H", "H", "H", "H", "H", "H", "H", "H", "H", "H", "H", "H", "C", "O", "N", "C", "C", "H", "H", "H", "H", "H", "H", "H", "C", "O", "N", "C", "C", "H", "H", "H", "H", "H", "H", "H", "C", "O", "N", "C", "C", "H", "H", "H", "H", "H", "H", "H", "C", "O", "N", "C", "C", "H", "H", "H", "H", "H", "H", "H", "C", "O", "N", "C", "C", "H", "H", "H", "H", "H", "H", "H", "C", "O", "N", "C", "C", "H", "H", "H", "H", "H", "H", "H", "C", "O", "N", "C", "C", "H", "H", "H", "H", "H", "H", "H", "C", "O", "N", "C", "C", "H", "H", "H", "H", "H", "H", "H"], "xyz": [[-0.665, 0.349, 0.165], [0.651, 0.950, 0.852], [-0.615, -0.907, 1.144], [-1.643, 1.080, 1.239], [-2.002, -0.324, -0.561], [-0.714, 1.686, -0.808], [0.263, -0.401, -0.941], [6.269, 2.257, -0.894], [6.115, 1.082, -1.924], [5.295, 1.272, -3.148], [3.941, 1.805, -2.900], [3.110, 0.898, -1.961], [5.385, 0.152, -4.073], [5.200, 0.587, -5.498], [5.397, 2.659, -0.379], [6.727, 3.152, -1.314], [7.015, 2.089, -0.117], [7.129, 0.930, -2.294], [5.869, 0.121, -1.473], [4.064, 2.743, -2.359], [3.536, 2.032, -3.887], [2.099, 1.268, -1.790], [3.012, -0.074, -2.443], [3.572, 0.723, -0.989], [4.639, -0.609, -3.846], [6.345, -0.346, -3.932], [5.087, -0.295, -6.130], [6.027, 1.202, -5.852], [4.258, 1.102, -5.690], [1.505, -5.133, -3.572], [0.453, -5.439, -4.138], [1.925, -3.856, -3.315], [3.204, -3.565, -2.638], [1.089, -2.685, -3.571], [2.310, -5.810, -3.248], [3.690, -2.656, -2.995], [3.936, -4.358, -2.792], [2.910, -3.383, -1.605], [0.793, -2.048, -2.738], [1.571, -2.016, -4.284], [0.224, -3.009, -4.150], [-2.187, 4.654, 5.238], [-1.023, 4.243, 5.169], [-3.214, 4.028, 4.569], [-4.643, 4.517, 4.583], [-2.953, 2.828, 3.773], [-2.479, 5.578, 5.760], [-4.806, 5.190, 5.424], [-5.431, 3.767, 4.651], [-4.677, 5.052, 3.634], [-2.281, 2.233, 4.392], [-3.899, 2.328, 3.567], [-2.491, 3.136, 2.835], [5.020, -1.806, 1.663], [5.992, -2.296, 2.254], [3.861, -2.419, 1.646], [2.660, -1.857, 1.036], [3.566, -3.637, 2.359], [5.079, -0.857, 1.110], [2.157, -1.379, 1.877], [2.071, -2.632, 0.545], [2.931, -1.076, 0.326], [2.738, -4.252, 2.007], [4.484, -4.222, 2.410], [3.287, -3.335, 3.369], [0.400, 4.010, 1.886], [0.940, 4.002, 2.999], [-0.404, 4.988, 1.422], [-0.954, 6.081, 2.210], [-0.971, 4.898, 0.074], [0.544, 3.293, 1.063], [-0.284, 6.492, 2.966], [-1.902, 5.716, 2.606], [-1.256, 6.946, 1.620], [-2.053, 4.794, 0.147], [-0.790, 5.809, -0.497], [-0.594, 4.090, -0.553], [-3.459, 0.726, -3.460], [-3.575, -0.229, -4.186], [-3.878, 1.980, -3.829], [-3.791, 3.115, -2.899], [-4.574, 2.313, -5.080], [-3.136, 0.749, -2.408], [-4.773, 3.478, -2.594], [-3.258, 3.953, -3.348], [-3.211, 2.826, -2.022], [-5.537, 2.753, -4.820], [-4.082, 3.015, -5.754], [-4.907, 1.482, -5.703], [0.383, 0.729, 4.160], [0.695, 1.873, 4.548], [0.810, -0.457, 4.673], [0.185, -1.738, 4.360], [1.901, -0.679, 5.647], [-0.443, 0.507, 3.467], [-0.177, -2.225, 5.266], [0.992, -2.393, 4.033], [-0.627, -1.667, 3.636], [1.616, -1.279, 6.511], [2.718, -1.227, 5.179], [2.368, 0.249, 5.978], [-3.309, -1.559, 2.395], [-3.503, -0.847, 3.376], [-3.507, -2.871, 2.445], [-3.454, -3.635, 1.221], [-3.812, -3.613, 3.723], [-2.934, -1.178, 1.432], [-4.364, -4.218, 1.082], [-2.649, -4.370, 1.244], [-3.327, -3.007, 0.339], [-3.367, -4.606, 3.663], [-3.458, -3.055, 4.591], [-4.894, -3.718, 3.797], [-4.252, -4.924, -1.797], [-3.825, -6.049, -2.101], [-3.741, -3.749, -2.340], [-2.775, -3.788, -3.470], [-4.312, -2.488, -2.001], [-5.144, -4.755, -1.174], [-3.259, -3.476, -4.396], [-2.302, -4.762, -3.597], [-2.066, -2.988, -3.259], [-3.551, -1.708, -1.965], [-4.965, -2.109, -2.787], [-4.882, -2.506, -1.072]], "mulliken_charge": [1.325, -0.444, -0.175, -0.357, -0.457, -0.324, -0.384, -1.541, -0.451, 0.137, -1.264, 0.342, 0.322, -1.509, 0.318, 0.430, 0.412, 0.445, 0.403, 0.406, 0.299, 0.075, -0.112, 0.038, -0.416, 0.516, 0.432, 0.331, 0.325, 0.139, -0.589, 0.171, -0.471, -0.685, 0.287, -0.180, 0.383, 0.281, 0.160, 0.323, 0.241, -0.101, -0.452, 0.292, -0.946, -0.571, 0.270, 0.306, 0.263, 0.356, 0.150, 0.319, 0.064, 0.146, -0.701, 0.224, -0.196, -0.946, 0.368, 0.415, 0.170, -0.459, 0.325, 0.366, 0.205, 0.646, -0.617, 0.100, -0.817, -0.874, -0.069, 0.320, 0.100, 0.365, 0.303, 0.366, 0.165, 0.932, -0.665, 0.109, -0.791, -1.056, -0.271, 0.353, 0.337, 0.071, 0.366, 0.311, 0.308, 0.630, -0.654, 0.064, -0.315, -1.008, 0.006, 0.407, 0.014, -0.177, 0.343, 0.263, 0.330, 0.406, -0.696, 0.234, -0.531, -1.014, 0.150, 0.464, 0.326, -0.286, 0.357, 0.302, 0.327, 0.009, -0.637, 0.213, -0.690, -0.758, 0.428, 0.272, 0.397, 0.037, -0.165, 0.432, 0.478]}


[3]
{"formula": "C8H16N3S", "method": "ωB97M-V/def2-TZVPD", "e_lumo_ev": -2.411, "e_tot_ha": -876.55366, "spin_multiplicity": 1, "smiles": "C1=N[C@@H](N[NH+]2CCCCC2)SC1", "charge": 1, "species": ["C", "C", "C", "C", "C", "C", "C", "C", "N", "N", "N", "S", "H", "H", "H", "H", "H", "H", "H", "H", "H", "H", "H", "H", "H", "H", "H", "H"], "xyz": [[-3.134, 1.550, -0.174], [-4.193, 0.767, 0.390], [3.213, -0.008, 0.056], [2.551, -1.068, -0.827], [2.224, 1.044, 0.405], [1.282, -1.647, -0.189], [0.850, 0.462, 0.873], [-2.124, -0.341, -0.548], [-2.083, 1.088, -0.679], [-0.956, -0.885, 0.125], [0.343, -0.494, -0.094], [-3.686, -0.951, 0.235], [-3.325, 2.514, -0.473], [-4.593, 0.883, 1.340], [-5.044, 0.868, -0.299], [3.613, -0.464, 0.919], [3.999, 0.499, -0.415], [2.232, -0.583, -1.738], [3.165, -1.867, -1.065], [2.764, 1.747, 1.114], [2.024, 1.580, -0.427], [0.855, -2.480, -0.639], [1.679, -1.815, 0.774], [0.945, -0.057, 1.822], [0.100, 1.243, 0.945], [-2.040, -0.684, -1.541], [-1.101, -0.903, 1.148], [0.440, 0.001, -1.036]], "nbo_charge": [0.154, -0.614, -0.404, -0.400, -0.408, -0.209, -0.236, -0.045, -0.421, -0.480, -0.196, 0.237, 0.206, 0.265, 0.260, 0.211, 0.238, 0.188, 0.244, 0.257, 0.203, 0.246, 0.215, 0.219, 0.245, 0.199, 0.382, 0.443]}